(1)
Below is a molecular structure, C17H26N4O2S2 at a distorted geometry, with properties calculated with the ωB97M-V functional and the def2-TZVPD basis.

## Properties
Strongest force on any atom = 13.3 eV Å⁻¹
Gap between HOMO and LUMO = 7.57 eV
E = -1828.68051 a.u.
Highest occupied orbital energy = -7.17 eV

Last column: natural (NBO) charge in e.
Geometry (Å):
C -0.483 -3.359 -0.024  -0.21
H -1.463 -3.267 -0.115  0.18
H -0.043 -3.836 0.736  0.19
H -0.137 -3.906 -1.037  0.15
O 0.010 -2.217 -0.220  -0.51
C 1.294 -2.032 -0.031  0.78
O 1.949 -3.063 0.042  -0.64
C 1.812 -0.553 -0.166  -0.28
C 0.998 0.598 -0.149  0.14
N -0.275 0.561 -0.100  -0.61
C -1.176 1.891 -0.083  0.10
N -2.548 1.514 -0.252  -0.58
N -2.895 -0.078 -0.205  -0.20
C -3.600 -0.104 1.187  -0.25
C -5.027 0.417 1.078  -0.22
N -5.864 -0.049 0.191  -0.44
C -7.129 0.273 0.183  -0.30
H -7.750 -0.024 -0.637  0.21
H -7.513 0.170 0.984  0.17
H -7.283 1.580 0.232  0.07
C -5.191 0.380 -1.260  -0.27
C -3.867 -0.143 -1.083  -0.27
H -3.238 0.194 -2.090  0.22
H -3.907 -1.276 -1.071  0.22
H -5.744 0.195 -2.252  0.26
H -4.988 1.509 -1.264  0.19
H -5.508 -0.076 2.118  0.22
H -4.899 1.699 1.205  0.13
H -3.090 0.123 2.096  0.24
H -3.678 -1.317 1.279  0.19
H -3.059 2.325 -0.161  0.40
S -0.633 3.235 -0.201  0.13
S 2.024 2.057 0.002  0.33
C 3.442 0.953 -0.007  -0.16
C 3.199 -0.320 0.007  -0.03
C 4.393 -1.043 0.061  -0.45
C 5.689 -0.570 0.263  -0.38
C 5.884 0.742 -0.075  -0.13
C 7.257 1.339 -0.064  -0.59
H 7.293 2.360 -0.522  0.23
H 8.124 0.522 -0.249  0.24
H 7.276 1.557 1.221  0.15
C 4.705 1.688 0.085  -0.46
H 4.770 2.454 -0.587  0.22
H 4.896 2.163 0.994  0.21
H 5.942 0.443 -1.423  0.11
H 6.573 -1.374 0.301  0.26
H 5.767 -0.497 1.542  0.13
H 4.134 -1.970 0.600  0.26
H 4.317 -1.620 -0.923  0.22
H -0.761 -0.248 -0.156  0.43

---

(2)
Below is a single C17H26N4O3 molecule, with properties calculated with the ωB97M-V functional and the def2-TZVPD basis.

## Properties
Strongest force on any atom = 0.1 eV Å⁻¹
ΔE to the lowest compared entry with this formula, charge and spin = 191.7 kJ/mol
Gap between HOMO and LUMO = 9.47 eV
E = -1108.12669 a.u.
Highest occupied orbital energy = -8.68 eV

Last column: natural (NBO) charge in e.
Geometry (Å):
C -2.442 -0.747 3.343  -0.41
N -3.042 -1.048 2.057  -0.42
C -4.494 -0.988 2.146  -0.21
C -5.153 -1.391 0.837  -0.41
C -4.661 -0.500 -0.297  -0.40
C -3.140 -0.517 -0.341  -0.39
C -2.551 -0.148 1.023  -0.15
C -1.030 -0.257 0.909  0.71
O -0.488 -1.345 0.816  -0.63
N -0.300 0.900 0.851  -0.46
C 1.152 0.741 0.825  -0.20
C 1.663 0.369 -0.566  -0.50
C 3.174 0.327 -0.563  0.68
O 3.841 1.287 -0.222  -0.63
N 3.728 -0.856 -0.947  -0.60
C 5.161 -1.051 -1.009  -0.29
C 5.644 -1.267 -2.402  0.48
N 6.169 -2.333 -2.900  -0.46
C 6.425 -2.007 -4.227  -0.12
C 6.025 -0.744 -4.450  0.05
O 5.521 -0.249 -3.282  -0.40
C -0.852 2.199 1.135  -0.06
C -0.267 3.384 0.431  -0.42
C -1.654 2.921 0.092  -0.42
H -1.362 -0.886 3.298  0.21
H -2.656 0.285 3.674  0.16
H -2.835 -1.430 4.096  0.21
H -4.807 -1.657 2.950  0.20
H -4.827 0.031 2.425  0.15
H -4.902 -2.433 0.623  0.21
H -6.238 -1.326 0.941  0.21
H -5.072 -0.826 -1.254  0.21
H -5.011 0.525 -0.132  0.19
H -2.776 -1.515 -0.596  0.22
H -2.763 0.176 -1.097  0.20
H -2.840 0.887 1.264  0.18
H 1.608 1.675 1.142  0.23
H 1.436 -0.040 1.532  0.22
H 1.223 -0.579 -0.871  0.23
H 1.364 1.136 -1.284  0.22
H 3.121 -1.620 -1.191  0.40
H 5.614 -0.154 -0.586  0.26
H 5.465 -1.915 -0.419  0.23
H 6.873 -2.706 -4.912  0.22
H 6.023 -0.085 -5.299  0.21
H -1.147 2.357 2.168  0.21
H -0.145 4.293 1.001  0.22
H 0.512 3.201 -0.296  0.22
H -1.787 2.414 -0.854  0.22
H -2.499 3.510 0.421  0.22

---

(3)
Below is a molecular structure, C17H26N5PtS2 at a distorted geometry, with properties calculated with the ωB97M-V functional and the def2-TZVPD basis.

## Properties
Strongest force on any atom = 1.4 eV Å⁻¹
Spin multiplicity = 3
Gap between HOMO and LUMO (alpha / beta) = 3.32 / 4.89 eV
E = -1852.70985 a.u.
Highest occupied orbital energy (alpha / beta) = -0.98 / -2.57 eV
Total charge = -1

Last column: natural (NBO) charge in e.
Geometry (Å):
Pt -0.531 0.397 0.289  0.00
C 2.008 1.421 2.529  -0.21
C 2.852 1.455 1.247  -0.23
N 2.106 0.986 0.086  -0.65
C 2.811 0.033 -0.750  -0.22
C 2.931 -1.359 -0.121  -0.55
S 1.336 -2.078 0.370  0.21
C 1.491 -2.237 2.177  -0.53
C 2.051 -1.044 2.961  -0.22
N 1.342 0.164 2.686  -0.66
H 2.653 1.709 3.380  0.14
H 1.226 2.176 2.432  0.22
H 3.230 2.475 1.100  0.18
H 3.731 0.818 1.381  0.17
H 1.740 1.749 -0.468  0.40
H 2.263 -0.054 -1.687  0.21
H 3.832 0.371 -0.997  0.15
H 3.388 -2.030 -0.851  0.21
H 3.583 -1.345 0.753  0.20
H 0.456 -2.412 2.481  0.24
H 2.081 -3.129 2.403  0.19
H 2.018 -1.339 4.022  0.17
H 3.110 -0.905 2.728  0.17
H 0.413 0.216 3.071  0.41
C 0.041 4.008 -4.834  -0.59
C 0.812 2.685 -4.911  -0.44
C 0.273 1.684 -3.936  0.03
N 0.477 1.729 -2.675  -0.28
N -0.122 0.712 -1.970  -0.36
C -0.799 -0.105 -2.727  0.24
N -1.643 -1.046 -2.238  -0.84
S -0.754 0.367 -4.408  0.30
H 0.406 4.716 -5.580  0.20
H 0.153 4.449 -3.844  0.22
H -1.024 3.840 -5.008  0.21
H 1.865 2.858 -4.691  0.22
H 0.747 2.276 -5.920  0.21
H -1.642 -0.954 -1.198  0.44
H -1.524 -1.988 -2.575  0.38
C -1.928 -0.095 1.459  -0.42
C -3.011 -0.927 1.785  -0.26
C -3.109 -1.626 3.033  -0.22
C -4.176 -2.449 3.336  -0.24
C -5.231 -2.632 2.435  -0.31
C -5.178 -1.959 1.207  -0.24
C -4.117 -1.138 0.889  -0.22
H -2.302 -1.495 3.746  0.19
H -4.199 -2.967 4.291  0.19
H -6.067 -3.274 2.685  0.19
H -5.986 -2.085 0.491  0.19
H -4.081 -0.623 -0.065  0.20

---

(4)
Below is 3 unconnected molecules or ions with the total composition C17H26O6S at a distorted geometry, with properties calculated with the ωB97M-V functional and the def2-TZVPD basis.

## Properties
Strongest force on any atom = 6.4 eV Å⁻¹
Gap between HOMO and LUMO = 8.77 eV
E = -1512.74393 a.u.
Highest occupied orbital energy = -8.88 eV

Last column: natural (NBO) charge in e.
Geometry (Å):
C 0.808 3.729 3.270  -0.84
S -0.072 3.431 1.646  1.98
O -1.251 4.348 1.455  -0.90
O 0.948 3.774 0.560  -0.93
C -0.463 1.619 1.419  -0.13
C -1.227 1.414 0.028  -0.45
C -2.787 1.045 0.155  -0.45
C -3.498 1.561 1.486  -0.03
C -4.080 2.982 1.698  -0.20
C -4.748 3.344 3.045  -0.22
C -4.850 2.285 4.196  -0.22
C -4.313 0.816 4.015  -0.23
C -3.640 0.507 2.648  -0.25
O 0.854 0.955 1.268  -0.56
C 0.928 -0.091 2.250  0.63
O 1.075 0.103 3.476  -0.53
H 0.333 4.638 3.765  0.27
H 0.651 2.764 3.883  0.26
H 1.936 3.849 3.139  0.27
H -0.953 1.123 2.322  0.26
H -0.715 0.515 -0.492  0.24
H -1.099 2.291 -0.707  0.26
H -3.032 -0.064 0.035  0.23
H -3.319 1.580 -0.724  0.23
H -3.966 3.722 0.826  0.24
H -5.150 4.397 3.203  0.23
H -5.316 2.519 5.212  0.23
H -4.404 0.032 4.854  0.24
H -3.238 -0.558 2.473  0.21
H 0.853 -1.178 1.874  0.16
C 3.761 -1.662 -1.010  -0.72
C 2.616 -1.098 -1.809  0.60
C 2.385 0.387 -1.734  -0.73
O 1.904 -1.816 -2.489  -0.56
H 3.808 -2.744 -1.159  0.23
H 4.701 -1.221 -1.346  0.24
H 3.607 -1.462 0.053  0.23
H 3.265 0.919 -2.102  0.24
H 2.170 0.678 -0.703  0.25
H 1.529 0.652 -2.358  0.23
C 1.522 -4.460 -3.980  -0.73
C 2.361 -5.578 -4.536  0.59
C 3.297 -5.245 -5.668  -0.72
O 2.288 -6.709 -4.088  -0.55
H 0.897 -4.844 -3.171  0.23
H 2.166 -3.674 -3.580  0.26
H 0.874 -4.057 -4.761  0.23
H 4.020 -4.494 -5.344  0.23
H 2.727 -4.877 -6.525  0.23
H 3.837 -6.146 -5.968  0.23